1.
Entry from the OMol25 dataset: a gas-phase ion, C3H11N2 (charge +1) (wB97M-V/def2-TZVPD).

```
16
Properties=species:S:1:pos:R:3:forces:R:3
C -0.8098 0.8520 -0.3510 -1.2 -0.9 -0.3
C -0.1377 0.3826 0.9385 -0.9 0.1 -0.5
C 1.0367 -0.5306 0.6041 0.4 0.1 1.0
N 2.1162 0.2528 0.0006 -0.1 -0.5 -0.3
N -1.6803 -0.3660 -0.8946 1.0 0.1 -0.1
H -0.0637 1.0011 -1.1248 -0.2 0.6 -0.1
H -1.5815 1.6124 -0.2658 0.6 0.5 0.1
H -0.8922 -0.1354 1.5460 0.1 0.0 0.1
H 0.1311 1.2848 1.4887 0.4 -0.2 0.0
H 1.4456 -0.9406 1.5326 -0.3 0.2 0.1
H 0.6793 -1.4467 0.1066 0.2 0.3 -0.5
H 2.9759 -0.0561 0.4129 0.5 0.2 0.3
H 2.2860 0.0932 -0.9814 -0.4 -0.1 -0.3
H -1.8272 -0.9312 -0.0653 -0.1 -0.7 -0.2
H -2.5858 -0.2473 -1.3558 0.1 0.8 0.2
H -1.0925 -0.8250 -1.5916 -0.2 -0.6 0.4
```
Positions in Å, forces in eV/Å.

Results
- Total energy: -6262.5501 eV
- Total charge: +1
- Gap between HOMO and LUMO: 9.879 eV
- Relative energy (zero: lowest compared OMol25 entry of this formula, charge and spin): 1.0315 eV
- F_max: 1.5 eV Å⁻¹
- SMILES: NCCC[NH3+]

These are the natural (NBO) partial charges, in e, on atoms 1 to 6:
1 C -0.1780
2 C -0.4368
3 C -0.2451
4 N -0.8397
5 N -0.7048
6 H 0.2310

2.
Entry from the OMol25 dataset: 2 unconnected molecules or ions with the total composition C3H11N2 (wB97M-V/def2-TZVPD).

```
16
Properties=species:S:1:pos:R:3:forces:R:3
C -0.1395 1.3207 -1.8409 0.5 -0.3 1.2
N 0.3884 -0.0452 -1.5083 1.7 -0.6 -1.5
H -1.2121 1.3163 -1.8055 -0.4 0.1 -0.6
H 0.3676 1.7096 -2.7027 -0.3 -0.1 -0.8
H 0.2325 1.9050 -1.0470 0.1 1.2 1.0
H 0.0079 -0.4620 -0.5977 1.0 1.0 -2.0
H 0.0907 -0.6254 -2.3016 0.4 -0.5 0.3
H 1.4726 0.0276 -1.5566 -2.2 -0.6 0.4
C 0.6705 -1.1037 2.3529 3.7 -1.7 2.8
C -0.3335 -1.1143 1.4718 -3.0 4.0 -1.7
N -0.7121 0.1005 0.8434 -1.9 -2.2 2.5
H 1.2773 -0.2573 2.7714 -0.9 -0.4 -0.9
H 1.0098 -2.0882 2.7891 -0.6 1.0 -0.4
H -1.0744 -1.8936 1.3459 0.4 -0.5 -0.2
H -1.7496 0.2101 0.7230 1.1 -0.3 -0.4
H -0.2960 0.9999 1.0627 0.5 -0.1 0.3
```
Positions in Å, forces in eV/Å.

Results
- Total energy: -6249.0041 eV
- Expectation value of S²: 0.76
- Total charge: +2
- Gap between HOMO and LUMO (spin up / spin down): 11.969 / 9.430 eV
- Multiplicity: 2
- Relative energy (zero: lowest compared OMol25 entry of this formula, charge and spin): 1.4473 eV
- F_max: 5.3 eV Å⁻¹

These are the natural (NBO) partial charges, in e, on atoms 1 to 6:
1 C -0.4142
2 N -0.7049
3 H 0.2419
4 H 0.2753
5 H 0.2071
6 H 0.4321

3.
Entry from the OMol25 dataset: 2 unconnected molecules or ions with the total composition C3H11N2 (wB97M-V/def2-TZVPD).

```
16
Properties=species:S:1:pos:R:3:forces:R:3
C -1.0990 2.4511 0.3978 0.0 0.7 0.3
N -0.3031 1.2924 0.9193 1.2 0.4 1.1
H -0.4508 3.0626 -0.2214 -0.1 -0.2 -0.3
H -1.9905 2.0838 -0.0990 0.2 -0.1 -0.2
H -1.4050 3.0841 1.2276 0.0 -0.2 0.2
H -0.7545 0.8195 1.7084 -0.5 -0.4 -0.6
H 0.5848 1.5504 1.3772 -0.2 0.8 -0.2
H 0.0327 0.6812 0.1792 -0.7 -0.3 -0.1
C -0.2410 -1.7558 0.1214 -0.1 -1.4 -0.2
C 0.4430 -1.9671 -1.0894 0.2 0.3 -0.2
N 1.7105 -1.6873 -1.2414 0.5 -1.0 0.2
H 0.2799 -1.5916 1.0561 0.0 0.2 0.0
H -1.2588 -2.1290 0.1297 -0.1 0.4 0.3
H -0.0927 -2.3635 -1.9460 0.0 0.2 -0.1
H 2.2212 -1.9418 -2.0858 -0.3 0.1 -0.2
H 2.3233 -1.5892 -0.4339 -0.1 0.4 0.0
```
Positions in Å, forces in eV/Å.

Results
- Total energy: -6250.4514 eV
- Expectation value of S²: 0.77
- Total charge: +2
- Gap between HOMO and LUMO (spin up / spin down): 11.754 / 10.551 eV
- Multiplicity: 2
- Relative energy (zero: lowest compared OMol25 entry of this formula, charge and spin): 0.0000 eV
- F_max: 1.6 eV Å⁻¹

These are the natural (NBO) partial charges, in e, on atoms 1 to 6:
1 C -0.4276
2 N -0.6721
3 H 0.2547
4 H 0.2525
5 H 0.2637
6 H 0.4533

4.
Entry from the OMol25 dataset: 2 unconnected molecules or ions with the total composition C3H11N2O (wB97M-V/def2-TZVPD).

```
17
Properties=species:S:1:pos:R:3:forces:R:3
C -1.3315 -0.2752 2.7683 0.0 0.3 -0.1
N -1.1097 -1.2975 1.7663 0.1 -0.5 0.2
H -2.0078 0.5350 2.4457 0.0 -0.1 0.0
H -0.3771 0.2108 2.9875 0.0 -0.1 0.0
H -1.7338 -0.6909 3.7039 0.0 0.1 0.0
H -1.8969 -1.4089 1.1471 0.0 0.1 -0.1
H -0.2496 -1.0819 1.2243 -0.1 0.4 -0.1
C 0.8321 0.5983 -0.4938 0.1 0.0 0.3
O 1.1341 -0.1386 0.5903 0.1 -0.1 0.0
C 0.9066 -0.1708 -1.8174 -0.2 0.2 -0.4
N 0.5513 0.6980 -2.9670 -0.2 -0.1 0.1
H -0.1956 1.0430 -0.4691 -0.1 0.1 0.0
H 1.5093 1.4909 -0.6275 0.0 0.0 -0.1
H 1.9064 -0.5917 -1.9295 0.2 -0.1 0.1
H 0.1961 -0.9972 -1.7789 0.0 -0.1 0.1
H 0.8123 1.6536 -2.7514 0.1 0.0 0.0
H 1.0540 0.4230 -3.7988 0.1 0.1 0.0
```
Positions in Å, forces in eV/Å.

Results
- Total energy: -8316.6028 eV
- Total charge: -1
- Gap between HOMO and LUMO: 7.203 eV
- Relative energy (zero: lowest compared OMol25 entry of this formula, charge and spin): 0.4836 eV
- F_max: 0.5 eV Å⁻¹

These are the natural (NBO) partial charges, in e, on atoms 1 to 6:
1 C -0.4065
2 N -0.9059
3 H 0.1456
4 H 0.2084
5 H 0.1439
6 H 0.3268

5.
Entry from the OMol25 dataset: 2 unconnected molecules or ions with the total composition C3H11N2O (wB97M-V/def2-TZVPD).

```
17
Properties=species:S:1:pos:R:3:forces:R:3
C 1.3778 1.0723 1.3403 -0.3 0.2 0.2
C 0.3455 -0.0104 1.0590 1.2 1.0 0.2
C 0.0389 -0.2899 -0.2338 -0.5 -1.2 -0.1
N -1.2850 -1.0423 -0.3805 1.5 0.0 -1.0
N -0.0306 -0.8670 2.1517 -0.2 0.4 0.4
H 0.8619 1.9896 1.6342 0.0 0.2 -0.2
H 2.0464 0.8869 2.1886 -0.1 -0.5 -0.1
H 2.0180 1.2924 0.4836 -0.1 0.0 -0.1
H 0.3840 0.1750 -1.1360 -0.1 0.3 0.1
H -1.7571 -0.8144 -1.2771 -0.4 0.7 0.5
H -1.0626 -2.0238 -0.5460 -0.2 0.0 0.9
H -1.7516 -0.8180 0.5189 -0.6 -0.5 -0.3
H -0.0906 -0.2529 2.9664 -0.2 -0.4 -0.1
H 0.7099 -1.5380 2.4076 0.0 0.0 -0.4
H -0.7209 0.0155 -3.9302 -0.1 -0.3 0.2
H -0.4099 1.4662 -3.9271 -0.1 0.1 0.4
O -0.6742 0.7588 -3.3197 0.1 0.2 -0.6
```
Positions in Å, forces in eV/Å.

Results
- Total energy: -8313.0742 eV
- Expectation value of S²: 0.75
- Gap between HOMO and LUMO (spin up / spin down): 4.163 / 8.842 eV
- Multiplicity: 2
- Relative energy (zero: lowest compared OMol25 entry of this formula, charge and spin): 1.9585 eV
- F_max: 1.8 eV Å⁻¹

These are the natural (NBO) partial charges, in e, on atoms 1 to 6:
1 C -0.6548
2 C 0.0084
3 C -0.3644
4 N -0.8419
5 N -0.8798
6 H 0.2108

6.
Entry from the OMol25 dataset: 2 unconnected molecules or ions with the total composition C3H11N2O (wB97M-V/def2-TZVPD).

```
17
Properties=species:S:1:pos:R:3:forces:R:3
C 0.6106 -1.5415 -2.1529 0.2 -0.3 -1.5
C 0.5350 -0.3900 -1.2062 -2.8 -1.1 -0.2
C 0.0899 -0.7452 0.0108 0.2 -0.3 1.5
N 0.1797 0.3156 1.0818 -2.6 0.8 -5.0
N 0.5861 0.9895 -1.6259 2.2 -0.3 2.0
H 1.5177 -1.2578 -2.7688 -0.7 -1.2 0.4
H 0.7282 -2.5039 -1.5194 -0.1 1.5 -1.7
H -0.2765 -1.5997 -2.9242 1.6 0.1 1.7
H -0.2620 -1.7611 0.4013 0.9 1.6 -1.0
H 0.9054 0.0590 1.6408 2.4 -0.7 2.4
H 0.5536 1.0488 0.3127 -1.5 -0.1 2.2
H -0.7455 0.4280 1.6214 1.5 0.7 -0.4
H -0.0464 1.3083 -2.3317 -0.5 -0.3 -0.4
H 1.5408 1.3206 -1.8227 -0.7 -0.3 -0.1
H -1.2531 1.5211 3.7323 -0.2 -0.2 -0.6
H -2.2372 0.4067 3.4656 -0.8 -0.6 0.4
O -1.6498 0.9943 3.0114 0.7 0.7 0.3
```
Positions in Å, forces in eV/Å.

Results
- Total energy: -8309.3344 eV
- Total charge: +1
- Gap between HOMO and LUMO: 10.973 eV
- Relative energy (zero: lowest compared OMol25 entry of this formula, charge and spin): 2.4578 eV
- F_max: 5.7 eV Å⁻¹

These are the natural (NBO) partial charges, in e, on atoms 1 to 6:
1 C -0.6622
2 C 0.1728
3 C -0.0889
4 N -0.7499
5 N -0.8886
6 H 0.2415

7.
Entry from the OMol25 dataset: 2 unconnected molecules or ions with the total composition C3H11N2O (wB97M-V/def2-TZVPD).

```
17
Properties=species:S:1:pos:R:3:forces:R:3
C -0.8061 -0.7785 1.4586 1.3 -0.3 1.0
C -0.0674 0.1317 0.5144 -0.6 0.0 1.8
C 0.5106 1.2611 0.9457 1.2 1.0 -1.4
N 0.7747 1.7513 2.1920 -1.3 -1.0 0.7
N 0.3010 -0.4870 -0.7597 -1.0 -0.6 -0.6
H -1.6874 -1.3317 1.1543 -0.2 0.2 -0.7
H -1.0979 -0.2105 2.3439 -0.1 0.0 -0.2
H -0.0951 -1.5269 1.8376 -0.2 -0.2 0.1
H 0.8301 1.9894 0.1972 0.6 -0.5 -0.2
H 0.5415 1.1341 2.9573 0.0 0.1 0.1
H 1.6757 2.1601 2.3479 0.1 0.5 -0.4
H 1.2616 -0.8377 -0.8407 0.1 0.6 0.1
H 0.0263 -0.0204 -1.6353 0.2 0.0 0.1
H -0.2509 -1.3505 -0.7669 -0.1 0.0 -0.4
H -0.1216 -1.7255 -4.0404 0.4 -0.5 -0.7
H -1.4304 -0.9771 -3.8066 -0.4 0.1 -0.3
O -0.6112 -1.2383 -3.3947 0.0 0.5 1.2
```
Positions in Å, forces in eV/Å.

Results
- Total energy: -8309.8975 eV
- Total charge: +1
- Gap between HOMO and LUMO: 9.329 eV
- Relative energy (zero: lowest compared OMol25 entry of this formula, charge and spin): 1.8947 eV
- F_max: 2.1 eV Å⁻¹

These are the natural (NBO) partial charges, in e, on atoms 1 to 6:
1 C -0.6788
2 C -0.0314
3 C 0.0733
4 N -0.7740
5 N -0.6725
6 H 0.2470

8.
Entry from the OMol25 dataset: 2 unconnected molecules or ions with the total composition C3H11N2O (wB97M-V/def2-TZVPD).

```
17
Properties=species:S:1:pos:R:3:forces:R:3
N 0.2386 0.0335 -1.3179 0.1 -0.1 1.0
C -0.6130 0.9163 -2.1771 0.1 -0.5 -0.5
O -0.3150 2.2253 -1.8915 0.1 0.2 0.1
H 0.1290 -0.9602 -1.5145 -0.1 0.0 -0.3
H 1.2185 0.2717 -1.4803 -0.1 0.0 0.1
H -0.3296 0.7103 -3.2096 -0.1 0.0 0.0
H -1.6477 0.6162 -2.0219 -0.1 0.2 0.1
H -1.0076 2.6419 -1.3750 -0.1 0.1 0.1
C 0.7669 -0.7018 1.8062 0.5 -0.3 0.5
C 0.4885 -1.9413 2.1841 -0.4 0.4 -0.4
N -0.2032 0.2355 1.3087 -0.5 -0.3 0.6
H 1.7825 -0.3255 1.8578 -0.1 0.1 -0.1
H 1.2557 -2.6293 2.4973 0.1 0.0 0.1
H -0.5386 -2.2916 2.1683 0.0 -0.1 0.1
H 0.0095 0.1509 -0.1874 0.1 0.3 -0.8
H -1.1294 -0.0951 1.5912 0.1 0.1 -0.2
H -0.1050 1.1433 1.7615 0.2 0.0 -0.2
```
Positions in Å, forces in eV/Å.

Results
- Total energy: -8310.0445 eV
- Total charge: +1
- Gap between HOMO and LUMO: 10.472 eV
- Relative energy (zero: lowest compared OMol25 entry of this formula, charge and spin): 1.7477 eV
- F_max: 1.0 eV Å⁻¹

These are the natural (NBO) partial charges, in e, on atoms 1 to 6:
1 N -0.7509
2 C 0.0960
3 O -0.6833
4 H 0.4241
5 H 0.4268
6 H 0.1958

9.
Entry from the OMol25 dataset: 2 unconnected molecules or ions with the total composition C3H11N2O (wB97M-V/def2-TZVPD).

```
17
Properties=species:S:1:pos:R:3:forces:R:3
C 1.0224 0.6773 1.6135 0.3 -0.9 1.3
C 0.0346 0.3701 0.5576 0.0 0.6 -0.9
C -1.1985 -0.1388 0.5960 -0.1 -0.2 0.5
N -1.8005 -0.5921 1.7339 1.4 0.7 -1.0
N 0.5217 0.7039 -0.8123 0.7 0.8 -0.3
H 0.6101 0.9483 2.5890 -0.5 0.1 -0.2
H 1.5963 -0.2278 1.8573 0.3 0.2 -0.2
H 1.7143 1.4869 1.4135 0.1 0.1 -0.5
H -1.7400 -0.1989 -0.3403 -0.3 -0.2 0.1
H -1.1961 -0.6335 2.5303 -0.5 -0.2 0.5
H -2.7344 -0.9044 1.7347 -0.7 -0.3 0.2
H 0.1697 1.6005 -1.1619 -0.6 -0.2 0.0
H 1.5234 0.9252 -0.7925 0.0 -0.6 0.2
H 0.3918 -0.0172 -1.5485 0.0 0.2 0.1
H 0.1824 -1.9476 -2.9222 0.0 0.8 0.6
H 0.5433 -1.0642 -3.9898 0.3 0.9 -0.9
O 0.3597 -0.9878 -3.0582 -0.4 -1.8 0.4
```
Positions in Å, forces in eV/Å.

Results
- Total energy: -8310.4474 eV
- Total charge: +1
- Gap between HOMO and LUMO: 9.292 eV
- Relative energy (zero: lowest compared OMol25 entry of this formula, charge and spin): 1.3449 eV
- F_max: 1.9 eV Å⁻¹

These are the natural (NBO) partial charges, in e, on atoms 1 to 6:
1 C -0.6865
2 C -0.0197
3 C 0.0478
4 N -0.7798
5 N -0.6893
6 H 0.2527

10.
Entry from the OMol25 dataset: 2 unconnected molecules or ions with the total composition C3H11N2O (wB97M-V/def2-TZVPD).

```
17
Properties=species:S:1:pos:R:3:forces:R:3
C -0.4922 0.5003 1.2701 -0.5 -0.7 0.2
N -1.8556 1.0076 1.2115 0.5 -0.4 -0.2
C -0.5086 -0.9446 0.7473 0.0 0.5 0.0
N 0.9086 -1.4120 0.5976 0.2 -0.3 -0.5
H -0.0937 0.4813 2.2900 0.2 0.2 0.0
H 0.1727 1.0894 0.6453 0.1 0.2 -0.1
H -2.3112 0.8003 2.0800 -0.5 -0.1 0.3
H -1.8685 2.0014 1.1110 0.0 0.6 -0.1
H -0.9928 -0.9900 -0.2248 0.2 0.0 -0.1
H -1.0422 -1.6338 1.3911 0.0 0.0 0.3
H 0.9542 -2.3824 0.2830 0.0 0.0 0.0
H 1.3671 -0.8452 -0.1390 -0.1 -0.1 0.0
H 1.4499 -1.3603 1.4590 -0.1 0.2 0.1
O 1.3122 -0.0259 -1.9488 -0.2 0.0 0.6
C 0.6418 0.9453 -2.2120 0.4 -0.2 -0.4
H 1.0439 1.6891 -2.9115 -0.2 0.1 0.0
H -0.3610 1.0923 -1.7869 -0.1 0.1 0.0
```
Positions in Å, forces in eV/Å.

Results
- Total energy: -8309.8968 eV
- Total charge: +1
- Gap between HOMO and LUMO: 10.415 eV
- Relative energy (zero: lowest compared OMol25 entry of this formula, charge and spin): 1.8954 eV
- F_max: 0.9 eV Å⁻¹

These are the natural (NBO) partial charges, in e, on atoms 1 to 6:
1 C -0.2377
2 N -0.8229
3 C -0.2277
4 N -0.6830
5 H 0.1870
6 H 0.1942

The lowest total energy belongs to which entry? number 4